[1]
ORCA calculation (wB97M-V/def2-TZVPD) on a molecular structure, C11H23N2O5P2V in a non-equilibrium geometry.

**E**: -69246.11416 eV
**Energy above the lowest of the compared OMol25 structures with the same formula, charge and spin**: 0.000 eV
**E_LUMO (alpha / beta)**: -7.40 / -6.99 eV
**Highest occupied orbital energy (alpha / beta)**: -0.5972 / -0.6058 Eh
**HOMO-LUMO gap (alpha / beta)**: 0.325 / 0.349 Eh
**Net charge**: +2
**Spin multiplicity**: 3

Last column: Löwdin charge in e.
Element x y z (Å)
V1 -0.25 -0.28 0.09  0.826
P1 -2.53 0.27 -0.34  0.871
C1 -2.37 0.87 -2.08  -0.233
C2 -0.95 1.19 -2.52  -0.259
N1 0.10 0.79 -1.76  0.024
C3 1.35 1.16 -2.11  -0.274
C4 1.59 1.92 -3.26  0.025
C5 0.52 2.35 -4.07  0.037
C6 -0.76 1.98 -3.65  0.022
C7 2.50 0.74 -1.18  -0.210
P2 2.66 -0.99 -0.65  0.955
H1 -1.65 2.30 -4.20  0.144
H2 2.60 2.16 -3.55  0.127
H3 0.67 2.97 -4.95  0.140
H4 3.42 0.95 -1.76  0.115
H5 2.54 1.39 -0.28  0.121
H6 -2.89 0.18 -2.75  0.110
H7 -3.01 1.76 -2.12  0.107
H8 -0.66 -2.35 -3.55  0.026
O1 -1.35 -2.41 -4.26  -0.068
H9 -2.17 -2.68 -3.81  0.046
H10 1.50 -1.81 -0.60  0.036
O2 -0.39 -2.04 -0.34  -0.382
H11 -0.37 -2.96 0.00  0.075
C8 3.56 -1.90 -1.91  -0.174
H12 4.29 -1.27 -2.41  0.075
H13 4.10 -2.72 -1.42  0.077
H14 2.86 -2.32 -2.63  0.073
C9 3.51 -1.04 0.94  -0.167
H15 3.03 -1.70 1.67  0.081
H16 4.54 -1.39 0.79  0.076
H17 3.54 -0.03 1.35  0.069
C10 -3.54 1.61 0.36  -0.217
H18 -4.55 1.62 -0.08  0.083
H19 -3.55 1.34 1.44  0.066
H20 -3.08 2.61 0.22  0.077
C11 -3.57 -1.23 -0.37  -0.223
H21 -3.76 -1.48 0.70  0.073
H22 -4.53 -1.15 -0.92  0.080
H23 -2.95 -2.04 -0.80  0.041
O3 0.35 -0.34 2.07  -0.104
N2 -0.03 0.93 2.24  -0.443
O4 -0.11 1.42 3.35  0.191
O5 -0.23 1.62 1.13  -0.115

***

[2]
ORCA calculation (wB97M-V/def2-TZVPD) on a molecular structure, C16H12AsMnN3OS5 in a non-equilibrium geometry.

**E**: -169639.93601 eV
**E_LUMO (alpha / beta)**: 3.61 / 3.49 eV
**Highest occupied orbital energy (alpha / beta)**: -0.0430 / -0.0425 Eh
**HOMO-LUMO gap (alpha / beta)**: 0.176 / 0.171 Eh
**Net charge**: -2
**Spin multiplicity**: 2

Last column: Löwdin charge in e.
Element x y z (Å)
Mn1 1.15 -0.31 -0.61  -0.072
N1 -2.57 0.20 -2.93  0.035
C1 -1.49 -0.16 -2.15  -0.878
S1 0.07 0.32 -2.72  0.630
N2 -1.74 -0.84 -1.08  -0.006
N3 -0.64 -1.18 -0.34  -0.132
C2 -0.88 -2.06 0.56  -0.071
C3 0.06 -2.61 1.50  -0.144
C4 -0.29 -3.74 2.23  -0.064
C5 0.56 -4.29 3.16  -0.130
C6 1.79 -3.67 3.40  -0.111
C7 2.15 -2.54 2.71  -0.004
C8 1.32 -1.99 1.71  -0.330
O1 1.71 -0.95 1.05  -0.210
H1 -2.40 1.00 -3.52  0.057
H2 -3.45 0.23 -2.43  0.075
H3 -1.91 -2.43 0.59  0.122
H4 -1.26 -4.21 2.04  0.102
H5 0.28 -5.19 3.70  0.081
H6 2.46 -4.08 4.15  0.090
H7 3.10 -2.05 2.89  0.118
S2 2.37 4.27 -0.87  -0.271
As1 2.32 2.41 0.16  -0.549
S3 3.09 0.77 -1.12  0.237
S4 0.29 1.65 0.41  0.086
S5 3.41 2.56 1.97  -0.235
C9 1.70 -2.05 -1.34  -0.106
C10 1.92 -3.25 -1.23  -0.109
C11 2.18 -4.63 -1.03  -0.254
C12 1.34 -5.63 -1.55  -0.048
C13 1.58 -6.97 -1.28  -0.117
C14 2.65 -7.35 -0.49  -0.130
C15 3.50 -6.37 0.02  -0.109
C16 3.27 -5.03 -0.25  -0.039
H8 0.49 -5.33 -2.15  0.108
H9 0.91 -7.72 -1.68  0.088
H10 2.82 -8.39 -0.26  0.083
H11 4.35 -6.65 0.63  0.091
H12 3.93 -4.27 0.16  0.115

***

[3]
ORCA calculation (wB97M-V/def2-TZVPD) on a gas-phase ion, C11H16N (charge +1) in a non-equilibrium geometry.

**E**: -13145.45497 eV
**Energy above the lowest of the compared OMol25 structures with the same formula, charge and spin**: 3.949 eV
**E_LUMO**: -3.04 eV
**Highest occupied orbital energy**: -0.4900 Eh
**HOMO-LUMO gap**: 0.378 Eh
**Net charge**: +1
**Spin multiplicity**: 1

Last column: Löwdin charge in e.
Element x y z (Å)
C1 -2.25 -3.84 0.85  -0.054
C2 -0.77 -3.35 0.90  -0.201
C3 -0.79 -1.93 0.59  -0.012
C4 -1.13 -0.80 0.46  0.020
C5 -1.32 0.61 0.09  -0.086
N1 -0.85 1.60 1.11  0.185
C6 -0.01 1.38 -0.05  -0.357
C7 0.20 2.50 -0.99  -0.100
C8 1.70 2.78 -1.00  -0.118
C9 2.38 1.46 -0.58  -0.213
C10 1.90 0.26 -1.31  -0.023
C11 1.24 0.57 0.08  -0.124
H1 -2.61 -4.36 1.78  0.100
H2 -2.26 -4.53 0.09  0.035
H3 -2.82 -2.93 0.50  0.092
H4 -0.33 -3.83 0.11  0.084
H5 -0.23 -3.51 1.79  0.109
H6 -2.35 0.86 -0.31  0.187
H7 -1.42 2.39 1.20  0.154
H8 -0.51 1.36 2.12  0.243
H9 -0.42 3.32 -0.79  0.115
H10 -0.22 2.18 -1.88  0.113
H11 2.09 2.97 -2.06  0.152
H12 1.99 3.56 -0.27  0.128
H13 3.36 1.59 -0.05  0.161
H14 1.35 0.33 -2.18  0.088
H15 2.64 -0.65 -1.23  0.159
H16 1.44 0.01 1.04  0.163

***

[4]
ORCA calculation (wB97M-V/def2-TZVPD) on 3 unconnected molecules or ions with the total composition C6H12O in a non-equilibrium geometry.

**E**: -8458.68957 eV
**Energy above the lowest of the compared OMol25 structures with the same formula, charge and spin**: 5.664 eV
**E_LUMO**: 0.84 eV
**Highest occupied orbital energy**: -0.2586 Eh
**HOMO-LUMO gap**: 0.290 Eh
**Net charge**: 0
**Spin multiplicity**: 1

Last column: Löwdin charge in e.
Element x y z (Å)
C1 0.47 -0.83 -0.22  -0.319
C2 0.88 0.50 -0.06  -0.093
C3 -2.17 0.54 -1.27  -0.119
C4 2.84 -0.10 0.18  -0.039
C5 -1.43 0.18 -0.03  -0.248
C6 -1.95 0.19 1.19  -0.031
O1 0.53 -1.81 0.68  0.042
H1 0.61 -1.45 1.58  0.116
H2 0.42 -1.23 -1.22  0.143
H3 0.99 1.07 -0.97  0.100
H4 0.78 1.09 0.84  0.095
H5 -1.73 1.42 -1.75  0.070
H6 -3.22 0.76 -1.08  0.071
H7 -2.12 -0.27 -2.01  0.070
H8 -3.01 0.39 1.37  0.055
H9 -1.36 -0.04 2.07  0.043
H10 3.16 -0.93 -0.44  0.023
H11 2.95 -0.30 1.25  0.012
H12 3.35 0.82 -0.10  0.008

***

[5]
ORCA calculation (wB97M-V/def2-TZVPD) on a molecular structure, C30H44I2N9O3PY in a non-equilibrium geometry.

**E**: -77888.48359 eV
**Energy above the lowest of the compared OMol25 structures with the same formula, charge and spin**: 2.254 eV
**E_LUMO**: -8.67 eV
**Highest occupied orbital energy**: -0.5144 Eh
**HOMO-LUMO gap**: 0.196 Eh
**Net charge**: +3
**Spin multiplicity**: 1

Last column: Löwdin charge in e.
Element x y z (Å)
Y1 0.22 0.62 1.03  1.441
C1 -3.17 0.73 -2.55  0.046
C2 -2.50 -0.51 -2.10  -0.291
N1 -2.77 -1.31 -1.14  -0.004
C3 -3.72 -1.11 -0.08  -0.149
C4 -3.41 0.10 0.81  -0.183
N2 -2.16 0.08 1.61  -0.124
C5 -2.20 -0.77 2.82  -0.163
C6 -1.19 -1.94 2.80  -0.164
N3 0.07 -1.56 2.13  -0.157
C7 1.29 -2.08 2.79  -0.146
C8 2.59 -1.62 2.05  -0.141
N4 2.18 -1.04 0.81  0.002
C9 2.63 -1.28 -0.37  -0.238
C10 3.91 -1.97 -0.68  0.020
C11 1.68 -0.82 -1.44  -0.163
C12 1.95 -0.93 -2.90  -0.094
C13 0.91 -0.58 -3.93  -0.030
C14 -0.42 -0.62 -3.85  -0.029
C15 -1.09 -0.85 -2.54  -0.352
N5 0.60 -0.42 -0.88  -0.048
H1 -4.18 0.82 -2.16  0.103
H2 -3.18 0.76 -3.64  0.109
H3 -2.58 1.59 -2.22  0.115
H4 -3.69 -2.02 0.53  0.108
H5 -4.73 -0.97 -0.47  0.141
H6 -4.28 0.23 1.47  0.137
H7 -3.34 0.99 0.17  0.077
H8 -2.15 1.05 1.95  0.009
H9 -3.20 -1.19 2.98  0.129
H10 -1.98 -0.15 3.69  0.118
H11 -1.63 -2.81 2.31  0.116
H12 -0.99 -2.22 3.84  0.130
H13 0.04 -2.02 1.21  0.066
H14 1.27 -3.18 2.81  0.132
H15 1.30 -1.73 3.83  0.119
H16 3.27 -2.47 1.93  0.126
H17 3.10 -0.87 2.66  0.131
H18 4.72 -1.51 -0.12  0.111
H19 4.16 -1.94 -1.73  0.088
H20 3.86 -3.01 -0.37  0.105
H21 2.87 -0.37 -3.12  0.148
H22 1.34 -0.35 -4.89  0.131
H23 -1.05 -0.41 -4.70  0.128
I1 0.01 8.03 -1.66  0.920
C16 -0.19 6.05 -0.95  -0.699
C17 -1.26 5.71 -0.13  -0.196
C18 -1.38 4.41 0.30  -0.583
I2 -2.91 3.79 1.61  1.036
C19 -0.48 3.39 -0.08  -0.420
O1 -0.73 2.15 0.27  -0.340
C20 0.65 3.79 -0.83  -0.178
C21 1.73 2.77 -1.10  -0.122
N6 2.10 2.06 0.14  -0.096
C22 2.59 2.99 1.17  -0.108
C23 2.25 2.59 2.58  -0.224
C24 2.91 3.22 3.64  0.022
C25 2.57 2.91 4.94  0.006
C26 1.57 1.96 5.15  -0.013
C27 0.96 1.39 4.06  -0.111
N7 1.28 1.68 2.79  -0.012
C28 0.77 5.10 -1.26  -0.104
H24 -1.99 6.45 0.16  0.097
H25 2.60 3.29 -1.53  0.138
H26 1.37 2.03 -1.83  0.116
H27 2.87 1.43 -0.10  0.114
H28 2.12 3.97 1.00  0.145
H29 3.68 3.15 1.09  0.148
H30 3.67 3.96 3.43  0.135
H31 3.06 3.39 5.77  0.132
H32 1.26 1.70 6.15  0.124
H33 0.17 0.66 4.20  0.102
H34 1.63 5.38 -1.86  0.107
N8 -3.19 -4.21 -1.32  0.158
C29 -2.68 -3.54 -2.54  -0.175
P1 -1.08 -2.69 -1.93  0.843
O2 -0.83 -3.05 -0.51  -0.339
O3 -0.49 0.04 -1.58  -0.095
C30 0.06 -3.74 -3.00  -0.302
N9 1.45 -3.75 -2.58  -0.031
H35 -3.35 -5.22 -1.45  0.187
H36 -4.07 -3.79 -0.99  0.163
H37 -2.45 -4.05 -0.60  0.124
H38 -3.41 -2.85 -2.94  0.111
H39 -2.45 -4.27 -3.31  0.107
H40 0.00 -3.43 -4.04  0.106
H41 -0.39 -4.74 -2.90  0.095
H42 2.20 -2.00 -3.08  0.107
H43 1.96 -4.44 -3.12  0.112
H44 1.52 -4.01 -1.60  0.084

***

[6]
ORCA calculation (wB97M-V/def2-TZVPD) on 2 unconnected molecules or ions with the total composition C2H9NS2.

**E**: -25380.04437 eV
**Energy above the lowest of the compared OMol25 structures with the same formula, charge and spin**: 0.670 eV
**E_LUMO**: 0.26 eV
**Highest occupied orbital energy**: -0.3231 Eh
**HOMO-LUMO gap**: 0.333 Eh
**Net charge**: 0
**Spin multiplicity**: 1

Last column: Löwdin charge in e.
Element x y z (Å)
C1 -2.82 -0.77 2.20  -0.113
C2 -1.36 -0.42 2.33  -0.358
N1 -1.24 0.73 3.24  -0.022
H1 -3.28 -0.70 3.18  0.069
H2 -2.96 -1.77 1.76  0.071
H3 -3.31 -0.04 1.55  0.067
H4 -0.88 -0.27 1.36  0.063
H5 -0.77 -1.21 2.79  0.102
H6 -1.69 1.52 2.79  0.061
H7 -0.26 0.96 3.37  0.058
S1 1.65 -0.12 -2.92  0.221
S2 1.10 0.24 -0.93  0.205
H8 2.43 0.95 -3.07  -0.208
H9 -0.10 -0.34 -1.00  -0.215

***

> net charge of number 3 (C11H16N)?

+1

***

> Which of these has the lowest net charge?

C16H12AsMnN3OS5

***

> Which formula does entry 1 have?

C11H23N2O5P2V

***

> Which of these has the lowest E?

C16H12AsMnN3OS5